Record 1
A molecular structure, C6H12O4 in a non-equilibrium geometry, computed with wB97M-V/def2-TZVPD.

Geometry as XYZ:
```
22
Properties=species:S:1:pos:R:3:forces:R:3
C -2.79834 1.27820 0.53556 -3.6 3.4 2.5
C -0.98202 0.24586 -0.24430 0.9 -0.9 0.8
C -0.27662 -0.06194 1.22266 -8.9 6.1 -0.6
C 0.64694 -0.99974 1.13653 8.4 -5.0 1.4
C 1.43165 -0.85418 -0.13276 1.2 1.0 -2.8
C 0.46347 -1.05062 -1.36945 4.6 -0.2 -0.2
H -1.91773 1.77778 1.34680 -3.1 -1.4 -2.1
H -3.80910 0.66447 1.01213 2.2 3.3 -0.3
H -3.18591 2.31870 -0.27391 1.2 -3.2 2.4
H -0.40108 1.17770 -0.63606 -1.9 -0.9 0.2
H -1.16692 -0.42595 1.84882 1.2 1.1 -0.4
H 0.00271 1.02007 1.41808 0.3 -1.6 0.8
H 0.44723 -2.03753 0.98634 -1.8 -0.9 -0.1
H 1.22785 -1.20877 2.15154 -0.3 1.1 -1.9
H 2.24920 -1.63559 -0.20809 -0.5 1.3 0.0
H 1.06041 -0.56594 -2.22622 -1.6 0.5 0.9
H 0.67628 -2.04242 -1.64548 -0.8 -1.9 -0.3
H 2.23893 1.59486 0.93275 -1.3 0.9 0.8
O -2.37508 0.18143 -0.07393 2.8 0.2 -1.8
O -0.84177 -0.80065 -1.13260 -0.1 -0.1 -0.4
O 1.93206 0.55158 -0.58573 -2.4 -3.1 -0.1
O 2.74325 1.06978 0.34275 3.6 0.3 1.3
```
Forces are in eV/Å.

Summary:
Kohn-Sham gap = 9.9 eV
relative energy (zero: lowest compared OMol25 entry of this formula, charge and spin) = 914.07 kJ/mol
LUMO energy = 0.64 eV
DFT total energy = -536.4570 hartree

***

Record 2
2 unconnected molecules or ions with the total composition C6H12O4S in a non-equilibrium geometry, computed with wB97M-V/def2-TZVPD.

Geometry as XYZ:
```
23
Properties=species:S:1:pos:R:3:forces:R:3
C -2.09317 1.73593 -0.27875 0.0 -0.7 0.1
C -0.87982 1.80295 0.64423 0.4 -2.2 -1.1
C -0.60939 3.03748 1.45364 -0.6 0.5 -0.1
O -0.53827 2.59349 2.79639 -0.2 0.0 0.2
C -0.81977 1.26084 2.87265 0.5 1.0 -0.7
O -0.79309 0.66063 3.88150 -0.2 -0.8 0.8
O -1.04776 0.77301 1.64610 -0.4 -0.1 0.2
H -2.15032 2.50321 -1.04904 0.0 0.4 0.4
H -2.99767 1.62823 0.32194 -0.1 0.6 -0.1
H -2.05444 0.80163 -0.84555 0.2 0.0 0.1
H -0.03717 1.39439 0.07594 0.3 0.7 0.0
H -1.48825 3.67163 1.28754 0.4 0.5 0.5
H 0.32893 3.54381 1.24591 -0.1 0.1 -0.3
C 1.74168 -1.31160 -0.81157 0.4 -1.1 0.0
S 1.37736 -3.09039 -0.47970 -1.1 0.6 -0.8
O -0.10828 -3.14550 -0.24803 1.0 -0.1 -0.2
C 1.65971 -3.60851 -2.22265 -0.6 -0.3 0.4
H 1.28776 -1.01505 -1.75318 -0.3 0.1 0.2
H 2.82484 -1.23378 -0.91743 0.0 0.2 0.2
H 1.36435 -0.80510 0.07106 0.0 0.3 -0.1
H 0.84174 -3.22485 -2.83466 0.2 0.5 0.1
H 1.54592 -4.68986 -2.31156 0.3 0.0 0.3
H 2.64510 -3.28258 -2.54477 0.0 0.0 -0.1
```
Forces are in eV/Å.

Summary:
Kohn-Sham gap = 9.7 eV
relative energy (zero: lowest compared OMol25 entry of this formula, charge and spin) = 95.71 kJ/mol
LUMO energy = 0.58 eV
DFT total energy = -934.9310 hartree

***

Record 3
A single C6H12O5S molecule in a non-equilibrium geometry, computed with wB97M-V/def2-TZVPD.

Geometry as XYZ:
```
24
Properties=species:S:1:pos:R:3:forces:R:3
C 2.73042 -0.74738 -0.24267 -1.2 0.8 0.0
C 1.25410 -0.47420 0.22688 0.3 0.0 1.7
C -0.36646 1.23605 -0.53067 0.1 -1.3 0.1
C -1.30558 0.13427 -0.06302 -1.2 -0.8 0.7
C -0.95155 -1.23167 -0.64119 -0.5 -0.9 0.4
C 0.29395 -1.71437 0.08856 1.4 1.4 0.2
H 2.86776 1.18589 -0.71172 1.1 -1.8 1.1
H 2.68275 -1.16889 -1.29499 0.1 0.1 1.2
H 3.23172 -1.39958 0.47708 -0.1 -0.1 -0.4
H 1.13948 -0.07438 1.30456 0.8 -1.2 -1.2
H -0.60626 1.43274 -1.60063 0.0 0.6 0.9
H 0.05102 2.43848 1.60871 0.1 -0.4 0.0
H -1.18770 -0.05266 1.04518 -0.4 0.7 -0.8
H -3.08614 0.94717 0.08188 -0.9 1.8 1.4
H -0.82748 -1.24839 -1.73976 0.1 0.3 0.4
H -2.83690 -1.72114 -0.24595 1.1 -0.3 -0.2
H 0.81491 -2.45430 -0.49594 0.1 -0.6 -0.2
H -0.84960 -2.48690 1.43680 -0.1 -0.2 -0.1
O 3.42921 0.48129 -0.23768 -0.5 1.2 -0.9
O 0.92811 0.63521 -0.56465 -0.9 1.6 -1.5
O -2.68465 0.30502 -0.44466 1.7 -1.1 -1.0
O -1.96126 -2.18306 -0.28005 -0.9 0.6 0.0
O 0.06947 -2.18948 1.41061 -0.3 0.3 -0.6
S -0.59812 2.81213 0.50244 0.2 -0.7 -1.1
```
Forces are in eV/Å.

Summary:
Kohn-Sham gap = 10.3 eV
relative energy (zero: lowest compared OMol25 entry of this formula, charge and spin) = 87.77 kJ/mol
LUMO energy = 0.44 eV
DFT total energy = -1010.1570 hartree

***

Record 4
A single C6H12OS molecule in a non-equilibrium geometry, computed with wB97M-V/def2-TZVPD.

Geometry as XYZ:
```
20
Properties=species:S:1:pos:R:3:forces:R:3
C 1.15161 1.34754 1.13027 -0.1 -0.1 0.1
C 0.19848 0.36516 0.41094 0.9 0.0 1.4
C 0.50776 -1.05908 0.89124 0.1 -0.3 0.9
C 0.42324 0.56701 -1.04519 -0.5 1.8 -0.1
C -0.15913 -0.31954 -2.07567 -1.0 -0.4 -0.6
C 1.30343 -0.25574 -1.86782 1.2 -1.0 -0.8
H 2.18830 1.14352 0.82651 -0.2 0.0 0.1
H 0.90692 2.38059 0.85661 0.0 -0.2 0.0
H 1.07676 1.27412 2.21813 0.0 -0.1 -0.1
H -1.55035 0.40887 2.14688 0.3 0.0 -0.1
H 1.55487 -1.31840 0.66651 -0.4 0.1 0.0
H 0.41956 -1.08123 2.01363 0.0 0.1 -0.8
H -1.20322 -1.87983 0.50968 -0.4 0.1 0.1
H 0.57183 1.62201 -1.29451 -0.7 -0.2 0.0
H -0.57723 0.11972 -2.96799 0.0 0.1 -0.1
H -0.65944 -1.21746 -1.72086 0.1 0.3 -0.1
H 1.76180 -1.10334 -1.41058 0.3 -0.5 0.1
H 1.89995 0.18961 -2.65892 0.0 0.2 0.3
O -0.28804 -2.08610 0.31803 0.6 0.1 0.1
S -1.53986 0.76741 0.85050 -0.4 0.0 -0.5
```
Forces are in eV/Å.

Summary:
Kohn-Sham gap = 10.1 eV
relative energy (zero: lowest compared OMol25 entry of this formula, charge and spin) = 105.39 kJ/mol
LUMO energy = 0.71 eV
DFT total energy = -709.1992 hartree

***

Record 5
2 unconnected molecules or ions with the total composition C6H12OSi in a non-equilibrium geometry, computed with wB97M-V/def2-TZVPD.

Geometry as XYZ:
```
20
Properties=species:S:1:pos:R:3:forces:R:3
C 2.13726 0.08632 -0.35780 0.1 0.1 0.2
C 1.64059 -0.90832 0.68888 0.0 0.0 -0.2
C 1.48605 1.46399 -0.19224 -0.1 -0.2 0.0
C 0.14297 -1.18946 0.49572 -0.1 -0.1 0.3
C 0.00024 1.36625 0.10272 0.1 0.5 -0.9
C -0.61211 0.10135 0.48749 -2.1 0.4 -0.5
O -0.35259 1.07332 1.44815 0.0 -0.5 0.7
Si -3.58942 -0.01532 -0.07789 3.0 0.0 0.5
H 3.22238 0.19236 -0.28023 0.0 0.0 -0.1
H 1.90998 -0.30433 -1.35320 0.0 0.0 0.0
H 2.20176 -1.84267 0.60786 -0.1 0.0 0.1
H 1.79512 -0.49863 1.68845 0.1 -0.1 0.0
H 1.96314 2.00315 0.63164 0.0 0.1 0.0
H 1.62853 2.04901 -1.10304 0.0 0.1 0.1
H -0.02846 -1.69082 -0.46037 0.0 0.0 0.1
H -0.22635 -1.83630 1.29352 0.0 0.0 -0.1
H -0.61869 2.13660 -0.35179 0.0 -0.1 0.0
H -4.05628 1.35877 -0.01214 -0.2 0.3 0.0
H -4.09216 -0.89197 0.96458 -0.3 -0.2 0.2
H -3.57137 -0.59379 -1.41086 -0.3 -0.1 -0.3
```
Forces are in eV/Å.

Summary:
Kohn-Sham gap (spin up / spin down) = 7.5 / 7.6 eV
relative energy (zero: lowest compared OMol25 entry of this formula, charge and spin) = 493.40 kJ/mol
LUMO energy (spin up / spin down) = 0.10 / -0.14 eV
DFT total energy = -600.3851 hartree